# 1
DFT (ωB97M-V with the def2-TZVPD basis set) results for an isolated molecule of C11H10N2O in a non-equilibrium geometry.

As for the molar mass: 186.21 g mol⁻¹. Its spin multiplicity is 1. The value obtained for the energy above the lowest of the compared OMol25 structures with the same formula, charge and spin is 101.91 kcal/mol. Its net charge is 0. The maximum force is 5.0 eV/Å. As for the total energy: -609.75077 Eh. As for the LUMO energy (alpha / beta): -0.0097 / -0.0182 hartree.

Atoms and positions in Å:
C: 0.9330 0.8451 0.8827
C: -0.3215 -2.9742 1.1836
C: 0.7339 -2.9066 0.2525
C: -1.2497 -2.0093 1.1086
C: 0.9030 -1.8110 -0.5730
C: -1.2224 -1.0089 0.1635
C: -0.1266 -0.8877 -0.6600
C: -1.5961 1.6374 -0.9214
C: -0.0871 0.0990 -1.7052
C: 0.3859 2.0165 0.3434
C: 1.2347 3.2350 0.2615
N: 1.3718 -0.0223 1.5168
N: -0.8850 2.1791 0.0059
O: -1.1984 0.8629 -1.9134
H: -0.3079 -4.0369 1.7542
H: 1.5110 -3.6968 0.3150
H: -2.1006 -2.0717 1.8114
H: 1.6957 -1.7269 -1.3865
H: -2.0719 -0.2856 0.2905
H: -2.6294 1.8376 -1.1027
H: 0.7567 0.2135 -2.4443
H: 1.8170 3.1663 -0.6683
H: 1.8950 3.2701 1.1265
H: 0.5588 4.0754 0.3587

---

# 2
DFT (ωB97M-V with the def2-TZVPD basis set) results for a structure of composition C53H65Cl2InN8O9PSe.

As for the molar mass: 1253.81 g mol⁻¹. Its spin multiplicity is 1. The value obtained for the energy above the lowest of the compared OMol25 structures with the same formula, charge and spin is 16.87 kcal/mol. Its net charge is -1. The maximum force is 0.5 eV/Å. As for the total energy: -7027.43324 Eh. As for the LUMO energy: 0.0836 hartree.

Atoms and positions in Å:
In: -0.5839 0.0989 -0.4285
C: -1.1928 -7.9876 -1.0645
O: -1.3107 -6.6953 -0.5120
C: -1.5009 -6.5955 0.8338
C: -1.6107 -7.6678 1.6966
C: -1.7789 -7.4460 3.0629
C: -1.8213 -6.1546 3.5453
C: -1.7044 -5.0708 2.6782
C: -1.5546 -5.2728 1.3145
N: -1.4389 -4.2685 0.3469
C: -1.1726 -2.9246 0.5908
N: -2.0854 -2.3415 1.4072
C: -2.1177 -1.0600 2.0134
C: -1.4667 0.0527 1.5297
C: -1.6334 1.2604 2.2243
C: -2.4103 1.3484 3.3589
C: -3.0791 0.2170 3.8322
C: -2.9324 -0.9758 3.1576
O: -3.5364 -2.1553 3.5260
C: -4.4854 -2.0922 4.5666
N: -0.1455 -2.3369 0.0574
C: 0.7914 -3.1944 -0.5906
C: 0.8260 -3.2348 -1.9799
C: 1.7060 -4.0562 -2.6675
C: 2.5809 -4.8600 -1.9522
C: 2.5581 -4.8314 -0.5672
C: 1.6707 -4.0156 0.1291
O: 1.7014 -4.1803 1.4803
C: 1.5181 -3.1237 2.4218
H: -1.0648 -7.8481 -2.1342
H: -2.0932 -8.5805 -0.8814
H: -0.3233 -8.5121 -0.6580
H: -1.5566 -8.6795 1.3198
H: -1.8699 -8.2899 3.7341
H: -1.9381 -5.9702 4.6055
H: -1.7245 -4.0667 3.0770
H: -1.0472 -4.5960 -0.5257
H: -2.8444 -2.9412 1.6860
H: -1.1500 2.1593 1.8541
H: -2.5156 2.2917 3.8845
H: -3.7019 0.2854 4.7132
H: -4.8941 -3.0944 4.6688
H: -5.2888 -1.3914 4.3246
H: -4.0212 -1.7940 5.5110
H: 0.1260 -2.6042 -2.5104
H: 1.6962 -4.0726 -3.7508
H: 3.2817 -5.5079 -2.4648
H: 3.2264 -5.4491 0.0195
H: 0.9584 -3.5527 3.2527
H: 0.9898 -2.2672 2.0172
H: 2.4956 -2.7921 2.7758
O: 0.6657 -0.0239 -2.2239
P: 1.1677 0.6217 -3.4713
N: 0.9920 -0.4262 -4.7384
C: 1.3359 -0.0020 -6.1052
C: 0.4849 -0.8961 -7.0186
C: -0.6897 -1.3205 -6.1358
C: -0.0304 -1.4890 -4.7762
N: 0.4971 2.0565 -3.9500
C: 0.5798 3.2234 -3.0438
C: -0.2723 4.2658 -3.7563
C: -1.3843 3.4501 -4.4411
C: -0.9198 1.9846 -4.3885
N: 2.7729 0.9667 -3.2902
C: 3.5213 1.9039 -4.1451
C: 4.7526 1.1161 -4.5843
C: 5.0201 0.2318 -3.3667
C: 3.6193 -0.1993 -2.9465
H: 2.4036 -0.1374 -6.3034
H: 1.1049 1.0580 -6.2479
H: 1.0596 -1.7777 -7.3123
H: 0.1834 -0.3749 -7.9273
H: -1.1754 -2.2362 -6.4687
H: -1.4505 -0.5396 -6.0900
H: 0.4529 -2.4707 -4.7148
H: -0.7145 -1.3939 -3.9420
H: 1.6197 3.5337 -2.9260
H: 0.1641 2.9858 -2.0653
H: 0.3290 4.7893 -4.5034
H: -0.6659 5.0029 -3.0568
H: -1.5288 3.7797 -5.4704
H: -2.3353 3.5543 -3.9209
H: -0.9778 1.4967 -5.3621
H: -1.5229 1.4216 -3.6739
H: 3.8318 2.7713 -3.5521
H: 2.9087 2.2666 -4.9701
H: 5.5884 1.7672 -4.8414
H: 4.5181 0.4965 -5.4537
H: 5.4803 0.8271 -2.5737
H: 5.6669 -0.6200 -3.5740
H: 3.5373 -0.4361 -1.8860
H: 3.2970 -1.0826 -3.5103
C: 3.7708 -0.2727 0.3900
O: 2.4690 -0.8128 0.4787
H: 4.2028 -0.0907 1.3802
H: 3.7814 0.6726 -0.1692
H: 4.4043 -0.9952 -0.1297
H: 2.0027 -0.2459 1.1315
Se: -3.8021 -2.6325 -3.3889
C: -2.7259 -1.6109 -2.3955
N: -1.9605 -0.9869 -1.7813
Cl: -1.8272 4.7295 -0.3554
C: -3.2142 3.6479 -0.6139
Cl: -4.1140 4.1411 -2.0759
C: -2.8181 2.1525 -0.7131
O: -3.6776 1.3675 -0.3453
O: -1.6524 1.9350 -1.1770
H: -3.8936 3.7694 0.2205
C: -2.8933 5.1716 6.0671
C: -1.6407 4.3307 6.0675
C: -1.2875 3.6712 7.2372
C: -0.1823 2.8334 7.2657
C: 0.5914 2.6894 6.1347
C: 0.2746 3.3653 4.9510
N: 1.1254 3.0926 3.8649
C: 1.4929 3.9228 2.8144
C: 1.8226 5.2594 3.0670
C: 2.2260 6.0977 2.0457
C: 2.3272 5.6241 0.7423
C: 2.0174 4.3005 0.4839
C: 1.6132 3.4347 1.4946
C: 1.2947 2.0051 1.1397
O: 1.4617 1.1203 2.0110
O: 0.8508 1.7950 -0.0303
C: -0.8746 4.1770 4.9001
C: -1.3482 4.7967 3.6135
H: -3.3765 5.1250 7.0426
H: -3.6121 4.8212 5.3241
H: -2.6829 6.2197 5.8422
H: -1.8973 3.7988 8.1240
H: 0.0827 2.3068 8.1743
H: 1.4690 2.0546 6.1404
H: 1.2518 2.1090 3.6459
H: 1.7587 5.6224 4.0861
H: 2.4731 7.1286 2.2701
H: 2.6450 6.2791 -0.0585
H: 2.0771 3.9028 -0.5209
H: -0.8239 5.7242 3.3795
H: -2.4122 5.0216 3.6513
H: -1.1881 4.1237 2.7723

---

# 3
DFT (ωB97M-V with the def2-TZVPD basis set) results for an isolated molecule of C4H9NO3 in a non-equilibrium geometry.

As for the molar mass: 119.12 g mol⁻¹. Its spin multiplicity is 1. The value obtained for the energy above the lowest of the compared OMol25 structures with the same formula, charge and spin is 91.67 kcal/mol. Its SMILES is C=C(C)OC(N)(O)O. Its net charge is 0. The maximum force is 2.5 eV/Å. As for the total energy: -438.18298 Eh. As for the LUMO energy: 0.0242 hartree.

Atoms and positions in Å:
C: 0.2331 -1.6242 1.3761
C: -0.4712 -0.7713 0.6547
C: -1.9475 -0.6798 0.4987
O: -0.0019 0.9224 0.5999
C: 0.6029 0.9859 -0.5685
N: 1.9699 1.4381 -0.6240
O: 0.6258 -0.4997 -0.9448
O: -0.1601 1.6760 -1.5137
H: -0.2958 -2.3142 2.0182
H: 1.3067 -1.6885 1.3034
H: -2.3805 -0.3033 1.4249
H: -2.2471 0.0347 -0.2664
H: -2.3815 -1.6453 0.2353
H: 2.0168 2.3409 -0.1621
H: 2.5546 0.7972 -0.1005
H: 0.1248 -0.6887 -1.7527
H: 0.4509 2.0199 -2.1783

---

# 4
DFT (ωB97M-V with the def2-TZVPD basis set) results for an isolated molecule of C14H22FNO2.

As for the molar mass: 255.33 g mol⁻¹. Its spin multiplicity is 1. The value obtained for the energy above the lowest of the compared OMol25 structures with the same formula, charge and spin is 0.92 kcal/mol. Its SMILES is CCCCNCCOCCOc1ccc(F)cc1. Its net charge is 0. The maximum force is 0.4 eV/Å. As for the total energy: -851.72631 Eh. As for the LUMO energy: 0.0316 hartree.

Atoms and positions in Å:
C: -5.9916 -0.5424 -0.2591
C: -4.7833 -0.8011 -1.1507
C: -3.8134 -1.8236 -0.5580
C: -3.0157 -1.2708 0.6207
N: -2.2268 -0.1256 0.2098
C: -1.4304 0.4371 1.2783
C: -0.5156 1.5223 0.7238
O: 0.4639 0.8985 -0.0834
C: 1.3289 1.7870 -0.7456
C: 2.4462 2.3455 0.1672
O: 3.7442 2.0454 -0.2914
C: 4.2152 0.7696 -0.1749
C: 3.4771 -0.3169 0.2841
C: 4.0697 -1.5658 0.3736
C: 5.3894 -1.7201 0.0010
F: 5.9633 -2.9420 0.0899
C: 6.1393 -0.6547 -0.4667
C: 5.5475 0.5877 -0.5516
H: -6.6758 0.1510 -0.7428
H: -5.6878 -0.1100 0.6901
H: -6.5270 -1.4690 -0.0610
H: -4.2430 0.1319 -1.3134
H: -5.1312 -1.1680 -2.1191
H: -4.3642 -2.7074 -0.2292
H: -3.1106 -2.1377 -1.3338
H: -2.3894 -2.0777 1.0452
H: -3.6942 -0.9356 1.4105
H: -1.6044 -0.3951 -0.5479
H: -0.8075 -0.3196 1.7890
H: -2.1062 0.8781 2.0181
H: -0.0460 2.0764 1.5488
H: -1.1037 2.2258 0.1182
H: 1.7907 1.2097 -1.5515
H: 0.7538 2.6093 -1.1909
H: 2.3053 1.9646 1.1871
H: 2.4167 3.4373 0.1935
H: 2.4396 -0.2143 0.5572
H: 3.5088 -2.4164 0.7272
H: 7.1675 -0.8050 -0.7544
H: 6.1007 1.4416 -0.9081

---

Question: Which value of maximum force does entry 3 give?
Answer: 2.5 eV/Å

---

Question: Look up the energy above the lowest of the compared OMol25 structures with the same formula, charge and spin of the fourth one.
Answer: 0.92 kcal/mol

---

Question: Which of these has the highest maximum force?
Answer: C11H10N2O

---

Question: Among the records above, which one has the highest molar mass?
Answer: C53H65Cl2InN8O9PSe